25
Properties=species:S:1:pos:R:3:lowdin_charge:R:1 method="wB97M-V/def2-TZVPD" homo_lumo_gap_ha=0.3246 charge=+1 de_lowest_kj_mol=34.5 e_homo_ev=-13.19
C -1.5841 -1.0351 1.3535 -0.4736
C -1.1320 -0.1999 0.1831 -0.5278
C 1.8320 -0.1993 1.0636 -0.1782
C -0.0057 2.1583 1.8770 -0.1137
C 0.8850 1.8039 -1.1380 -0.1651
N -1.9813 -2.2585 -1.8431 -0.0810
N 0.6349 -1.4533 -1.6553 -0.0800
Si 0.4028 0.8748 0.4439 0.5264
P -0.9620 -2.6316 1.1832 0.8600
P -0.7393 -1.7189 -0.8364 0.6207
H -2.1105 -0.5789 2.0935 0.0263
H -2.0165 0.3611 -0.3112 0.1249
H 2.4254 -0.5682 0.3089 -0.0207
H 2.5567 0.4602 1.6474 0.0776
H 1.3932 -0.9463 1.7944 0.0400
H 0.9039 2.4941 2.1197 -0.0232
H -0.5913 2.9510 1.3576 0.0602
H -0.4661 1.5425 2.5805 0.0020
H 1.4791 2.5768 -0.8592 -0.0138
H 1.3356 1.2711 -1.9530 0.0146
H -0.0204 2.3425 -1.6356 0.0856
H -1.8878 -2.1040 -2.8261 0.0615
H -2.8777 -2.1040 -1.4081 0.0655
H 1.4247 -1.0043 -1.2184 0.0262
H 1.1014 -2.0338 -2.3219 0.0854

---

23
Properties=species:S:1:pos:R:3:lowdin_charge:R:1 method="wB97M-V/def2-TZVPD" homo_lumo_gap_ha=0.3093 charge=+1 de_lowest_kj_mol=315.9 e_homo_ev=-12.13
C -0.1628 4.4851 0.1873 0.0190
C 1.0150 0.8114 -0.4866 -0.0550
C -1.8433 -0.7994 -2.2585 -0.1486
C 1.8641 -3.1127 2.2697 -0.3981
C 0.4006 3.2328 -0.0936 0.0676
N 0.5801 2.0944 -0.2381 0.1726
N -1.2986 -0.6707 -0.8675 -0.1062
S 0.6047 -1.7722 1.8216 0.6491
H -1.2696 4.4955 -0.0099 0.1482
H 0.2712 5.3262 -0.3782 0.1277
H -0.0038 4.7137 1.1688 0.0758
H 0.2933 0.1035 -0.0254 0.0135
H 0.8106 0.7986 -1.4832 0.0753
H 2.0364 0.5638 -0.1981 0.1275
H -1.3040 -0.1369 -2.8898 0.0324
H -1.5702 -1.8258 -2.6496 0.0945
H -2.9246 -0.5643 -2.4477 0.0883
H 2.3141 -3.0393 3.1811 -0.0071
H 2.5605 -3.0229 1.4643 0.0081
H 1.5491 -4.1502 2.2543 0.0413
H -1.0728 -1.5859 -0.5364 0.0130
H -2.1158 -0.4294 -0.2606 0.0943
H -0.2209 -2.2157 2.8062 -0.1330

---

23
Properties=species:S:1:pos:R:3:lowdin_charge:R:1 method="wB97M-V/def2-TZVPD" homo_lumo_gap_ha=0.3178 charge=+1 de_lowest_kj_mol=162.4 e_homo_ev=-12.25
C -1.3889 -2.3728 -1.3248 -0.0759
N 0.0777 -2.1228 -1.1939 -0.1258
C 0.5587 -1.6119 0.0995 -0.1900
C 1.2678 -0.2536 -0.1524 -0.2839
N 2.7551 -0.3811 0.1738 0.2351
C 0.5890 0.9241 0.5462 -0.2519
C -0.6702 1.3714 -0.2486 -0.5149
S -1.7043 2.3616 0.9190 0.7265
H -1.7151 -2.8204 -0.3875 0.0812
H -1.6154 -3.0243 -2.1578 0.0852
H -1.8193 -1.3784 -1.4840 0.0680
H 0.5025 -3.0306 -1.3225 0.0962
H 1.1549 -2.4071 0.5748 0.1303
H -0.1947 -1.4407 0.8788 0.1275
H 1.1734 -0.1947 -1.2895 0.1699
H 2.7086 -0.5602 1.1820 0.1740
H 3.1807 -1.1189 -0.3709 0.1716
H 3.1972 0.5292 0.1053 0.1678
H 1.1435 1.8501 0.5535 0.1095
H 0.3867 0.6588 1.5873 0.0998
H -0.3100 2.0831 -1.0129 0.0881
H -1.2735 0.5999 -0.7197 0.0477
H -1.4960 1.7168 2.0915 -0.1363

---

23
Properties=species:S:1:pos:R:3:lowdin_charge:R:1 method="wB97M-V/def2-TZVPD" homo_lumo_gap_ha=0.3419 de_lowest_kj_mol=281.6 e_homo_ev=-8.31
C 0.8233 -1.7017 0.7711 -0.0909
C 0.7768 -0.9314 -0.5483 -0.3743
C 2.0503 -0.1192 -0.7875 -0.1025
C -0.6605 -0.1390 -1.0190 -0.1207
N -1.2990 0.6563 -0.0139 -0.2705
C -2.3954 0.0331 0.7013 -0.0927
N -0.4416 1.3322 0.8855 -0.1208
N 0.1335 2.5044 0.3584 -0.0041
H 0.9884 -1.0454 1.6242 0.0695
H 1.6451 -2.4183 0.7507 0.0769
H -0.1040 -2.2485 0.9338 0.0706
H 0.7819 -1.7043 -1.3280 0.1127
H 2.1893 0.6478 -0.0272 0.0641
H 2.0226 0.3670 -1.7629 0.0726
H 2.9222 -0.7739 -0.7677 0.0766
H -0.3299 0.5065 -1.8384 0.0935
H -1.3695 -0.8852 -1.3721 0.1054
H -2.0853 -0.8319 1.2990 0.0691
H -3.1499 -0.2858 -0.0159 0.0771
H -2.8165 0.7775 1.3725 0.0768
H 0.3734 0.6706 1.0542 0.0858
H 0.5286 2.3693 -0.5737 0.0553
H -0.5836 3.2201 0.3037 0.0705